Entry 1:
Density functional theory data (wB97M-V/def2-TZVPD) for C3H3AgLiO3 as an isolated structure.

Structure (ORCA input):
```
! wB97M-V def2-TZVPD RIJCOSX def2/J DEFGRID3
* xyz 2 2
C 0.8073 -1.1375 -0.1577
C 1.4830 -1.3332 0.8873
H 1.4697 -2.3865 0.3067
H 0.3136 -1.5537 -1.0528
H 2.0390 -0.8475 1.6861
C -0.9611 1.1728 -0.3482
O -1.7904 0.5642 0.3473
O -1.4313 2.0039 -1.2130
Ag -4.0511 0.4183 0.5035
O 0.3036 0.9714 -0.3779
Li 1.8176 2.1278 -0.5815
*
```

## Properties
* strongest force on any atom: 0.0427 Eh/bohr
* E: -495.5610 hartree
* HOMO (alpha / beta): -18.890 / -18.880 eV

Entry 2:
Density functional theory data (wB97M-V/def2-TZVPD) for C17H31ClFeN4O5 as an isolated structure.

Structure (ORCA input):
```
! wB97M-V def2-TZVPD RIJCOSX def2/J DEFGRID3
* xyz 1 6
Fe -0.1572 0.1140 -0.2339
Cl 1.7946 -2.5747 1.1799
O 1.4030 -3.9190 0.9471
O 1.5359 -2.1976 2.5429
O 3.2002 -2.3219 0.8832
O 0.9868 -1.7732 0.3832
C -1.5829 3.1251 -0.7459
O -1.2135 1.7525 -0.7143
H -1.3456 3.5618 -1.7160
H -2.6464 3.2420 -0.5374
H -0.9722 3.6631 -0.0209
C 3.9011 0.6656 3.8600
C 4.4943 1.3518 2.6390
C 3.5850 2.2338 1.7855
C 2.2956 1.6035 1.3293
N 1.3163 1.1226 0.9015
H 3.0683 0.0670 3.4912
H 3.5150 1.4372 4.5261
H 4.6035 0.0433 4.4146
H 5.0140 0.5788 2.0729
H 5.3134 2.0237 2.8953
H 4.0670 2.6458 0.8989
H 3.2417 3.1110 2.3340
C -1.3446 -4.8744 -1.8999
C -2.8063 -4.4692 -1.5655
C -3.2281 -3.0707 -1.9640
C -2.3196 -1.9737 -1.5372
N -1.5604 -1.1829 -1.1806
H -0.6509 -4.4225 -1.1909
H -1.0889 -4.6175 -2.9279
H -1.2584 -5.9539 -1.7762
H -3.0268 -4.6348 -0.5109
H -3.3934 -5.2680 -2.0186
H -4.2600 -2.8779 -1.6704
H -3.2236 -2.9191 -3.0434
C -3.3285 2.1520 3.7062
C -3.9765 0.7374 3.7687
C -3.0118 -0.4311 3.5185
C -2.0864 -0.2740 2.4259
N -1.3366 -0.1388 1.5394
H -2.9920 2.4253 2.7061
H -2.4240 1.9693 4.2864
H -3.9019 2.9372 4.1988
H -4.7414 0.6471 2.9974
H -4.5439 0.6622 4.6964
H -3.5443 -1.3639 3.3327
H -2.4533 -0.6645 4.4250
C 0.9228 2.4865 -5.1068
C 2.3175 1.9355 -4.8638
C 2.3340 0.5520 -4.2421
C 1.7215 0.3630 -2.9065
N 1.1836 0.2556 -1.9029
H 0.9308 3.4855 -5.5426
H 0.3715 2.5782 -4.1710
H 0.3105 1.8400 -5.7355
H 2.8515 2.6200 -4.2046
H 2.9268 1.9674 -5.7671
H 3.3728 0.2235 -4.2090
H 1.8400 -0.2570 -4.7802
*
```

## Properties
* strongest force on any atom: 0.1312 Eh/bohr
* E: -2984.9500 hartree
* HOMO (alpha / beta): -11.554 / -11.547 eV

Entry 3:
Density functional theory data (wB97M-V/def2-TZVPD) for C14H33O20Zn2 as an isolated structure.

Structure (ORCA input):
```
! wB97M-V def2-TZVPD RIJCOSX def2/J DEFGRID3
* xyz -3 1
Zn 2.1405 0.6236 -3.3851
Zn 0.9892 -3.1902 -1.2852
C 3.0680 -5.5050 1.1138
C 2.1454 -4.4276 1.6166
O 1.8335 -4.3551 2.8229
O 1.5550 -3.7576 0.7562
H 2.5318 -6.4519 1.1757
H 3.9875 -5.4611 1.6974
H 3.3799 -5.4572 0.0705
C -2.7952 0.5091 2.8357
C -3.7798 0.2036 4.0311
O -4.6491 -0.6911 3.8133
O -3.5709 0.8729 5.0412
H -3.2442 1.0849 2.0264
H -2.4025 -0.4014 2.3829
H -1.9728 1.0898 3.2535
C 5.1786 -2.1864 -2.6117
C 3.6845 -1.8783 -2.1556
O 3.0386 -2.7810 -1.6282
O 3.2723 -0.6915 -2.2737
H 5.2567 -2.6786 -3.5811
H 5.6049 -2.9643 -1.9782
H 5.7425 -1.2586 -2.5148
C -1.3039 3.9470 -1.6780
C -1.7694 4.2676 -3.1027
O -2.4161 5.3310 -3.3135
O -1.6870 3.5345 -4.0759
H -2.0243 3.3485 -1.1203
H -1.1280 4.8673 -1.1210
H -0.4251 3.3022 -1.6679
C -0.6075 0.6544 -0.1787
C 0.2610 -0.1996 -1.0063
O 0.4982 0.1872 -2.1723
O 0.5907 -1.3557 -0.6352
H -1.4284 1.1197 -0.7244
H -0.0164 1.4749 0.2283
H -1.1021 0.0739 0.6001
C -2.2572 -2.8698 0.6116
C -2.0032 -2.9758 -0.8625
O -2.6896 -2.3679 -1.6892
O -1.0654 -3.7273 -1.2072
H -2.4523 -3.8786 0.9754
H -3.0831 -2.2308 0.9239
H -1.4217 -2.4860 1.1970
C -1.3877 3.9078 2.0187
C -1.4423 5.4128 1.9488
O -1.3288 6.1318 2.9179
O -1.9538 5.9839 1.0288
H -0.9371 3.4985 1.1146
H -2.3958 3.5709 2.2602
H -0.7852 3.6080 2.8761
O 2.9743 -0.2392 1.0925
H 2.2062 -0.5460 0.6106
H 3.6913 -0.7889 0.7763
O 2.4918 2.2467 -2.0574
H 2.4317 3.0735 -2.5359
H 2.4608 2.5005 -1.1349
O -4.0621 0.1012 -1.8893
H -3.5136 0.4707 -2.5813
H -4.2952 0.8509 -1.3417
O 0.6674 -1.5373 2.4186
H 0.4334 -1.4663 1.4932
H 1.0741 -2.4002 2.4979
O 1.8880 1.3597 3.1172
H 0.9709 1.3782 2.8437
H 2.3066 0.7476 2.5120
O -2.0084 0.4654 -3.7011
H -1.7788 1.3311 -4.0387
H -1.1707 0.0752 -3.4516
*
```

## Properties
* strongest force on any atom: 0.1272 Eh/bohr
* E: -5616.6841 hartree
* HOMO: -0.099 eV

Entry 4:
Density functional theory data (wB97M-V/def2-TZVPD) for C17H23I2N4O2PSY as an isolated structure.

Structure (ORCA input):
```
! wB97M-V def2-TZVPD RIJCOSX def2/J DEFGRID3
* xyz 3 1
Y -0.3164 -1.3382 0.9776
I -2.2612 2.9826 -1.1849
C -2.9284 1.0340 -1.3994
C -4.0561 0.7600 -2.2088
C -4.5104 -0.5181 -2.3964
I -6.1767 -0.8270 -3.5942
C -3.8259 -1.6097 -1.7711
C -4.1847 -2.9632 -1.9090
C -3.4506 -3.9456 -1.2838
C -2.3540 -3.5795 -0.5108
N -1.9737 -2.3122 -0.3393
C -2.7038 -1.3266 -0.9655
C -2.2695 0.0107 -0.7797
O -1.1958 0.1792 0.0296
H -4.5622 1.5887 -2.6852
H -5.0423 -3.2240 -2.5164
H -3.7081 -4.9897 -1.3841
H -1.7620 -4.3432 -0.0174
C 4.4669 2.0705 -0.6741
N 3.0655 2.6873 -0.4538
C 2.4008 2.8595 -1.8399
N 2.3701 1.6191 -2.5260
C 3.7181 1.0768 -2.6956
N 4.3619 0.8567 -1.4002
C 3.7697 -0.2380 -0.6391
P 1.9982 0.1385 -0.2535
C 2.2249 1.8411 0.4552
C 1.4373 0.6630 -1.9444
H 4.9138 1.9257 0.3089
H 5.0333 2.8122 -1.2368
H 3.1793 3.6113 -0.0301
H 3.0084 3.5889 -2.3748
H 1.3985 3.2525 -1.6687
H 4.3153 1.7844 -3.2711
H 3.6703 0.1391 -3.2458
H 4.3365 -0.4036 0.2792
H 3.8305 -1.1578 -1.2238
H 2.7140 1.8000 1.4294
H 1.2519 2.3242 0.5701
H 0.4431 1.1093 -1.8592
H 1.3588 -0.2090 -2.5969
C -0.3834 -1.9903 5.5450
S -1.5932 -1.4934 4.3374
C -2.0962 0.0726 5.0211
O -0.7654 -1.0993 3.0698
H -0.9393 -2.2099 6.4588
H 0.3422 -1.1983 5.7183
H 0.0932 -2.9057 5.1997
H -2.6261 -0.1472 5.9495
H -2.7865 0.5372 4.3199
H -1.2307 0.7043 5.2104
*
```

## Properties
* strongest force on any atom: 0.0106 Eh/bohr
* E: -2403.5269 hartree
* HOMO: -15.311 eV

Entry 5:
Density functional theory data (wB97M-V/def2-TZVPD) for C31H52HfNOSi4 as an isolated structure.

Structure (ORCA input):
```
! wB97M-V def2-TZVPD RIJCOSX def2/J DEFGRID3
* xyz 1 1
C -1.1057 -2.3682 0.6159
C -0.8120 -2.0197 -0.7585
C 0.5829 -1.7418 -0.8802
H -1.4714 -2.1309 -1.6149
C 1.1880 -1.9342 0.3747
C 0.1882 -2.3595 1.3066
H 2.2591 -1.8315 0.5521
C -2.3440 1.3861 0.0674
C -2.1785 0.3040 -0.8702
C -1.0380 0.6277 -1.6997
H -2.9680 -0.4374 -1.1137
C -0.5638 1.9119 -1.3499
C -1.3289 2.3532 -0.2435
H 1.1327 -1.5242 -1.7917
H 0.4100 -2.6919 2.3258
H -2.0519 -2.7759 0.9992
H -1.1837 3.3361 0.2287
H -0.6672 0.0838 -2.5875
H -3.2231 1.5570 0.7339
Hf -0.6433 -0.1752 0.7555
C 0.4481 2.7679 -2.1281
C -0.1516 4.1803 -2.3624
C 0.7724 2.1713 -3.5003
H -1.0929 4.1030 -2.9172
H 0.5187 4.8112 -2.9613
H -0.3637 4.7047 -1.4306
H -0.1499 2.0826 -4.0845
H 1.2481 1.1821 -3.4104
H 1.4557 2.8314 -4.0550
C 1.7832 2.9590 -1.3034
C 2.7068 1.7685 -0.8028
H 1.5134 3.5407 -0.3811
H 2.4334 3.6111 -1.9087
O 2.6422 1.2176 0.3813
N 3.7193 1.3927 -1.6531
C 4.4435 0.1709 -1.2567
H 4.0663 1.9438 -2.4295
C 4.1140 -0.9613 -2.1818
C 4.2716 -2.2909 -1.7554
H 4.6786 -2.4728 -0.7602
C 3.9485 -3.3439 -2.6140
H 4.1136 -4.3724 -2.2866
C 3.4422 -3.0765 -3.8938
H 3.2050 -3.9023 -4.5696
C 3.2508 -1.7517 -4.3155
H 2.8727 -1.5272 -5.3108
C 3.5828 -0.7007 -3.4531
H 3.4635 0.3382 -3.7812
H 3.9866 -0.0090 -0.2748
H 5.5350 0.3494 -1.1650
C 0.1906 4.0206 3.3637
Si -1.2714 2.8853 3.7418
C -1.7246 3.0935 5.5669
C -2.7894 3.5094 2.8129
Si -0.6516 0.6946 3.2096
Si 1.3748 0.4674 4.3490
C 1.2329 1.1267 6.1130
C 1.8848 -1.3403 4.4572
C 2.7330 1.4125 3.4520
Si -2.2119 -0.6890 4.1957
C -2.4036 -0.2879 6.0229
C -3.7721 -0.3189 3.2092
C -1.7891 -2.5171 4.0997
H -0.1658 5.0605 3.4300
H 0.5945 3.8627 2.3527
H 1.0090 3.8992 4.0871
H -1.6771 4.1689 5.7958
H -2.7574 2.7617 5.7476
H -1.0612 2.5677 6.2630
H -2.6014 3.6779 1.7462
H -3.6523 2.8389 2.9107
H -3.0693 4.4766 3.2569
H 0.4454 0.6303 6.6917
H 2.1950 0.9254 6.6097
H 1.0628 2.2114 6.1468
H 2.1095 -1.7601 3.4672
H 2.8043 -1.3885 5.0598
H 1.1277 -1.9661 4.9456
H 2.8152 1.1189 2.3948
H 2.5767 2.5002 3.4822
H 3.6879 1.1949 3.9558
H -2.8058 0.7037 6.2139
H -3.1125 -1.0381 6.4137
H -1.4558 -0.4014 6.5776
H -3.6681 -0.5363 2.1361
H -4.5477 -0.9822 3.6184
H -4.1010 0.7219 3.3226
H -1.7124 -2.9085 3.0847
H -0.8598 -2.7543 4.6366
H -2.6145 -3.0401 4.6071
*
```

## Properties
* strongest force on any atom: 0.0973 Eh/bohr
* E: -2548.2664 hartree
* HOMO: -10.474 eV

Entry 6:
Density functional theory data (wB97M-V/def2-TZVPD) for a 2-piece molecular cluster, C7H8NO2 overall.

Structure (ORCA input):
```
! wB97M-V def2-TZVPD RIJCOSX def2/J DEFGRID3
* xyz 1 1
C 2.3699 -0.5199 0.3873
C 1.5776 -1.3202 -0.4287
C 1.8486 0.6094 0.9307
C 0.3390 -0.8154 -0.8653
C 0.6037 1.0570 0.5880
C -2.1396 -1.1575 0.6269
C -1.5105 0.5603 -0.5695
N -0.0937 0.3220 -0.3520
O -1.2131 -1.8634 0.6678
O -2.0781 1.5672 0.1109
H 3.2957 -0.8689 0.8511
H 1.9367 -2.2416 -0.9018
H 2.3632 1.0748 1.7081
H -0.5131 -1.2826 -1.5364
H 0.1140 1.8450 0.9959
H -2.9889 -0.8673 1.2492
H -1.7841 0.3587 -1.6555
H -3.0163 1.5714 -0.1657
*
```

## Properties
* strongest force on any atom: 0.0879 Eh/bohr
* E: -476.4087 hartree
* HOMO: -12.415 eV